C16H33BN2OP2Tc | wB97M-V/def2-TZVPD

Its relative energy (zero: lowest compared OMol25 entry of this formula, charge and spin) is 0.0 kcal/mol. Its HOMO-LUMO gap (alpha / beta) is 4.16 / 5.42 eV. As for the spin multiplicity: 4.

Last column: Mulliken charge in e.
Geometry (Å):
Tc -0.450 0.420 -0.483  0.06
P -0.635 2.550 -1.094  1.45
P 0.171 -2.818 0.351  1.17
N 1.316 0.373 -0.909  -0.63
H -3.057 -0.191 3.744  0.17
C -0.005 3.622 0.252  -1.22
H -0.369 4.647 0.104  0.39
H 1.090 3.608 0.233  0.27
H -0.356 3.230 1.213  0.23
C -2.334 3.161 -1.304  -1.25
H -2.341 4.257 -1.275  0.39
H -2.955 2.761 -0.493  0.23
H -2.720 2.804 -2.264  0.33
C 0.280 3.175 -2.549  -1.26
H -0.104 4.164 -2.838  0.43
H 0.156 2.469 -3.379  0.30
H 1.349 3.247 -2.301  0.31
C 1.498 -2.908 1.560  -1.29
H 1.789 -3.956 1.717  0.44
H 1.176 -2.482 2.517  0.34
H 2.363 -2.346 1.185  0.39
C -0.835 -4.303 0.316  -1.19
H -0.202 -5.116 -0.067  0.45
H -1.678 -4.155 -0.371  0.36
H -1.215 -4.584 1.303  0.33
C 0.822 -2.621 -1.297  -1.16
H 1.117 -3.611 -1.670  0.52
H 1.700 -1.966 -1.297  0.24
H 0.051 -2.206 -1.961  0.29
C 2.432 0.574 -1.638  -0.30
C 4.713 1.389 -1.854  -0.48
C 3.614 1.129 -1.054  -0.51
C 2.409 0.303 -3.044  0.28
C 3.524 0.581 -3.819  -0.67
C 4.679 1.110 -3.229  -0.43
H 5.612 1.812 -1.408  0.35
H 3.587 1.331 0.019  0.35
H 1.484 -0.103 -3.472  0.39
H 3.493 0.377 -4.889  0.35
H 5.558 1.302 -3.849  0.34
C -2.189 -0.040 2.091  0.87
O -1.424 0.854 1.272  -0.84
C -2.076 0.451 3.536  -0.96
H -2.603 0.078 4.519  0.38
H -2.237 1.528 3.565  0.43
H -1.065 0.192 3.871  0.51
C -3.614 -0.050 1.530  -1.81
H -4.211 -0.878 1.925  0.47
H -3.581 -0.136 0.433  0.33
H -4.111 0.900 1.771  0.42
B -1.783 -2.580 2.852  0.43
C -1.525 -1.396 1.804  -0.57
N -0.781 -1.438 0.733  0.07
H -0.830 -3.332 2.957  -0.12
H -2.807 -3.138 2.493  -0.11
H -1.890 -2.041 3.941  -0.25

C16H33LaNO3 | wB97M-V/def2-TZVPD

Its relative energy (zero: lowest compared OMol25 entry of this formula, charge and spin) is 193.5 kcal/mol. Its HOMO-LUMO gap is 1.82 eV. Its net charge is +3.

Last column: Mulliken charge in e.
Geometry (Å):
C -3.570 -3.371 -2.151  -0.69
C -2.291 -4.155 -1.481  -0.54
C -0.824 -3.423 -1.812  0.25
C -0.351 -3.686 -3.359  -0.56
C 0.395 -2.420 -4.086  -0.58
C 1.391 -1.549 -3.120  -0.44
C 0.901 0.017 -3.092  -0.63
C -0.663 0.247 -2.656  0.09
C -0.808 0.908 -1.130  -0.96
C 0.160 0.183 -0.022  -0.01
C -0.681 0.013 1.375  -0.57
C 0.304 -0.227 2.706  -0.45
O 1.712 -0.432 2.328  -0.29
C 2.544 0.747 2.613  0.64
O 3.374 1.164 1.632  -0.49
O 2.592 1.481 3.899  -0.28
C 1.967 2.799 3.624  -0.05
C 1.708 3.698 4.973  -0.66
C 1.241 5.235 4.610  -0.49
N 0.462 5.246 3.306  -0.58
H -4.104 -4.066 -2.946  0.36
H -4.396 -3.092 -1.358  0.32
H -3.141 -2.430 -2.721  -0.12
H -2.173 -5.281 -1.845  0.35
H -2.381 -4.205 -0.308  0.36
H -0.044 -4.008 -1.123  0.40
H -0.782 -2.306 -1.460  -0.63
H -1.348 -3.890 -3.982  0.22
H 0.330 -4.655 -3.487  0.37
H -0.376 -1.705 -4.651  0.26
H 1.064 -2.883 -4.958  0.38
H 1.578 -2.021 -2.052  0.25
H 2.462 -1.547 -3.648  0.40
H 1.043 0.431 -4.198  0.41
H 1.577 0.694 -2.394  0.37
H -1.090 1.087 -3.388  0.18
H -1.362 -0.681 -2.795  0.22
H -0.458 2.043 -1.234  0.57
H -1.921 0.891 -0.762  0.47
H 1.041 0.953 0.206  0.35
H 0.691 -0.798 -0.401  0.10
H -1.444 -0.898 1.287  0.15
H -1.324 0.979 1.600  0.35
H 0.145 0.584 3.539  0.25
H -0.088 -1.251 3.177  0.35
H 0.909 2.626 3.115  0.07
H 2.662 3.441 2.917  0.26
H 0.934 3.120 5.647  0.26
H 2.701 3.774 5.588  0.31
H 2.191 5.934 4.530  0.34
H 0.531 5.655 5.447  0.31
H -0.516 4.871 3.491  0.22
H 0.341 6.255 3.043  0.28
La -2.813 -0.097 -2.031  1.57